# 1
Density functional theory data (ωB97M-V/def2-TZVPD) for C12H6Cl3FIrN19 as an isolated structure in a non-equilibrium geometry.

Each line ends with the natural charge from an NBO analysis.
CARTESIAN COORDINATES (ANGSTROEM)
Ir: 0.12 -0.09 0.39  0.952
N: 1.68 0.74 3.42  -0.599
C: 2.03 -0.48 2.88  0.446
N: 2.94 -1.28 3.41  -0.413
N: 3.04 -2.30 2.53  -0.130
N: 2.25 -2.11 1.53  -0.123
N: 1.58 -0.95 1.72  -0.437
C: 0.71 1.58 2.93  0.464
N: 0.29 2.64 3.60  -0.409
N: -0.64 3.19 2.79  -0.119
N: -0.78 2.51 1.72  -0.111
N: 0.08 1.46 1.76  -0.393
H: 1.95 0.89 4.38  0.413
N: -1.85 -2.85 0.07  -0.602
C: -1.93 -2.14 1.26  0.450
N: -2.69 -2.51 2.27  -0.403
N: -2.43 -1.58 3.22  -0.111
N: -1.58 -0.72 2.81  -0.102
N: -1.24 -1.04 1.54  -0.357
C: -0.87 -2.68 -0.88  0.451
N: -0.73 -3.47 -1.93  -0.401
N: 0.29 -2.93 -2.62  -0.118
N: 0.73 -1.87 -2.03  -0.142
N: 0.01 -1.69 -0.90  -0.365
H: -2.39 -3.69 0.02  0.417
Cl: 3.67 1.72 -3.46  0.048
C: 3.80 0.38 -2.29  -0.191
Cl: 3.85 -1.16 -3.13  0.110
Cl: 5.26 0.60 -1.30  0.058
C: 2.64 0.43 -1.41  0.307
N: 1.74 0.46 -0.72  -0.196
F: -3.21 2.95 -3.91  -0.365
C: -2.52 2.27 -2.94  0.356
C: -2.89 0.98 -2.62  -0.304
C: -2.17 0.31 -1.63  -0.231
C: -1.09 0.89 -0.96  -0.192
C: -0.77 2.20 -1.32  -0.144
C: -1.47 2.90 -2.31  -0.331
H: -3.73 0.52 -3.13  0.207
H: -2.47 -0.70 -1.39  0.207
H: 0.03 2.72 -0.81  0.198
H: -1.21 3.91 -2.57  0.204

Calculated total energy   -83977.5695 eV
Total charge   -2
Highest occupied orbital energy   -2.640 eV
Energy above the lowest of the compared OMol25 structures with the same formula, charge and spin   33.26 kJ/mol


# 2
Density functional theory data (ωB97M-V/def2-TZVPD) for one molecule with the formula C9H11NOS in a non-equilibrium geometry.

Each line ends with the natural charge from an NBO analysis.
CARTESIAN COORDINATES (ANGSTROEM)
C: -3.24 0.60 -0.63  -0.617
C: -1.92 0.80 0.26  0.701
C: -0.14 -0.31 1.47  -0.235
C: 1.21 -0.14 0.60  -0.021
C: 1.96 -1.28 0.45  -0.240
C: 2.97 -1.31 -0.49  -0.210
C: 3.17 -0.13 -1.20  -0.227
C: 2.51 1.03 -1.02  -0.214
C: 1.60 1.18 0.00  -0.209
H: -4.95 -0.75 0.36  0.138
H: -3.99 1.26 -0.25  0.241
H: -3.19 0.92 -1.59  0.234
H: -1.68 -1.30 0.38  0.419
H: 0.06 -1.35 1.92  0.205
H: -0.21 0.59 2.23  0.220
H: 1.52 -2.23 0.99  0.204
H: 3.88 -2.00 -0.65  0.229
H: 3.95 -0.20 -1.92  0.208
H: 2.75 2.03 -1.60  0.219
H: 0.86 1.97 0.28  0.255
N: -1.36 -0.37 0.81  -0.646
O: -1.56 1.92 0.40  -0.593
S: -4.20 -0.94 -0.81  -0.060

Calculated total energy   -23882.3903 eV
SMILES string   O=C(CS)NCc1ccccc1
Highest occupied orbital energy   -9.055 eV
Energy above the lowest of the compared OMol25 structures with the same formula, charge and spin   199.19 kJ/mol


# 3
Density functional theory data (ωB97M-V/def2-TZVPD) for an isolated ion of composition C5H12NOS and charge -1 in a non-equilibrium geometry.

Each line ends with the natural charge from an NBO analysis.
CARTESIAN COORDINATES (ANGSTROEM)
C: 0.50 1.92 0.14  -0.416
C: 1.34 1.30 1.23  -0.508
S: 2.93 0.63 0.64  -0.086
C: -0.21 0.94 -0.78  -0.208
N: -0.77 -0.18 -0.08  -0.633
C: -1.40 -1.19 -0.94  -0.265
C: -2.43 -2.09 -0.18  -0.003
O: -3.51 -2.39 -0.91  -0.950
H: -0.24 2.59 0.61  0.202
H: 1.11 2.63 -0.44  0.198
H: 1.64 2.01 2.00  0.214
H: 0.74 0.54 1.74  0.231
H: 2.53 -0.58 0.31  0.123
H: 0.46 0.68 -1.63  0.145
H: -1.02 1.48 -1.28  0.191
H: -0.06 -0.67 0.45  0.329
H: -2.00 -0.69 -1.70  0.188
H: -0.65 -1.81 -1.44  0.138
H: -1.83 -3.01 0.13  0.039
H: -2.61 -1.54 0.78  0.071

Calculated total energy   -19751.4693 eV
SMILES string   [O-]CCNCCCS
Total charge   -1
Highest occupied orbital energy   -2.166 eV
Energy above the lowest of the compared OMol25 structures with the same formula, charge and spin   266.40 kJ/mol